1.
10 unconnected molecules or ions with the total composition C20H45N5O5 at a distorted geometry. Source: the OMol25 dataset; level of theory: ωB97M-V/def2-TZVPD.

Geometry as XYZ:
```
75
C20H45N5O5 | the OMol25 dataset | ωB97M-V/def2-TZVPD
O -86.679 66.039 -4.651
O -88.056 63.601 -4.753
O -87.213 64.279 -0.734
O -80.882 62.845 -1.203
O -88.501 61.023 -5.646
N -84.215 59.802 -1.937
N -83.552 58.864 -6.865
N -83.241 62.860 -5.808
N -84.239 58.639 3.562
N -87.099 56.224 1.367
C -84.342 59.390 2.666
C -84.172 63.321 -8.263
C -84.541 66.882 -5.162
C -85.469 61.518 -3.615
C -81.460 62.233 -3.388
C -85.911 64.652 -1.076
C -84.907 63.632 -0.576
C -84.793 60.557 -2.720
C -84.385 60.301 1.511
C -86.269 56.576 0.752
C -90.029 64.758 -4.485
C -83.111 58.684 -5.783
C -89.134 63.638 -3.884
C -81.641 61.880 -1.887
C -85.121 56.915 -0.266
C -87.761 59.922 -6.191
C -82.460 58.453 -4.384
C -85.416 65.574 -5.139
C -83.615 63.048 -6.874
C -86.767 60.643 -7.129
H -81.914 61.651 -3.991
H -83.541 66.665 -5.777
H -85.885 64.955 -2.014
H -83.031 58.046 -3.685
H -84.451 57.567 0.282
H -90.155 64.776 -5.575
H -84.572 61.348 1.573
H -90.775 64.930 -3.837
H -85.006 62.411 -3.653
H -84.157 64.343 -8.547
H -86.275 61.451 -6.711
H -87.245 59.290 -5.270
H -87.264 60.817 -8.028
H -81.428 60.855 -1.610
H -87.909 62.867 -5.309
H -87.740 64.990 -0.626
H -85.249 59.967 0.843
H -85.096 62.777 -8.333
H -85.628 65.052 -6.048
H -83.903 64.175 -0.759
H -84.377 67.196 -4.148
H -89.880 62.794 -3.959
H -84.708 56.081 -0.931
H -85.653 61.015 -4.480
H -85.104 64.977 -4.364
H -82.569 59.455 -3.999
H -82.688 62.002 -1.588
H -89.530 60.633 -5.636
H -88.946 63.784 -2.708
H -81.119 63.004 -0.316
H -85.872 59.921 -7.365
H -80.398 62.413 -3.715
H -81.442 58.081 -4.366
H -83.191 63.030 -8.910
H -88.487 59.273 -6.637
H -89.374 65.541 -4.363
H -85.113 63.484 0.556
H -86.319 61.750 -3.197
H -81.884 63.283 -3.568
H -85.452 57.894 -0.782
H -84.988 62.623 -0.885
H -87.173 65.382 -4.438
H -85.520 65.588 -0.729
H -83.434 60.250 0.978
H -84.994 67.847 -5.566
```

Computed properties:
**Frontier orbital gap**: 10.2787 eV
**HOMO level**: -10.1818 eV
**SMILES string**: CC#N.CC#N.CC#N.CC#N.CC#N.CCO.CCO.CCO.CCO.CCO
**Energy above the lowest of the compared OMol25 structures with the same formula, charge and spin**: 0.472 eV

List of Löwdin charges in e, atom by atom: -0.049 -0.084 -0.010 -0.068 -0.178 0.153 0.102 0.170 0.127 0.114 -0.267 -0.037 -0.070 -0.008 -0.081 -0.323 -0.064 -0.145 -0.092 -0.283 -0.068 -0.190 -0.302 -0.317 -0.067 -0.293 -0.031 -0.265 -0.244 -0.083 -0.066 0.105 0.045 -0.004 0.021 0.101 0.043 0.033 0.042 0.052 0.014 0.153 0.053 0.095 0.034 0.029 0.091 0.051 0.092 0.115 0.045 0.107 0.101 0.038 0.058 0.025 0.062 0.194 0.149 0.056 0.090 0.099 0.088 0.142 0.092 0.028 0.103 0.035 0.087 0.050 0.017 -0.083 0.114 0.072 0.085


2.
A molecular structure, C7H8INO2 at a distorted geometry. Source: the OMol25 dataset; level of theory: ωB97M-V/def2-TZVPD.

Geometry as XYZ:
```
19
C7H8INO2 | the OMol25 dataset | ωB97M-V/def2-TZVPD
I -4.103 0.155 0.142
O -1.574 2.378 -0.734
O -2.453 -1.762 -1.465
N 2.125 -1.466 0.851
C -2.546 -0.428 -1.260
C 0.574 1.824 0.255
C -0.650 1.474 -0.307
C 1.473 0.853 0.656
C -0.892 0.125 -0.436
C -0.035 -0.866 -0.055
C 1.190 -0.505 0.513
H -2.650 0.202 -2.137
H 2.418 1.149 1.088
H 1.768 -2.395 1.006
H -0.297 -1.902 -0.194
H 0.824 2.869 0.380
H 2.828 -1.177 1.512
H -1.328 3.267 -0.441
H -3.227 -2.087 -1.945
```

Computed properties:
**Frontier orbital gap**: 8.2566 eV
**HOMO level**: -7.6068 eV
**Energy above the lowest of the compared OMol25 structures with the same formula, charge and spin**: 1.244 eV

List of Löwdin charges in e, atom by atom: 0.752 0.010 -0.118 0.087 -0.678 -0.026 -0.347 -0.043 -0.073 -0.014 -0.334 0.060 0.107 0.089 0.114 0.113 0.087 0.112 0.103


3.
A molecular structure, C40H29Br2ClN4PSc. Source: the OMol25 dataset; level of theory: ωB97M-V/def2-TZVPD.

Geometry as XYZ:
```
78
C40H29Br2ClN4PSc | the OMol25 dataset | ωB97M-V/def2-TZVPD
Br -2.348 0.792 -7.362
Br 0.810 -5.360 -3.691
Sc -0.699 0.486 -0.874
Cl -2.782 1.817 0.138
P -0.523 0.322 1.927
N 2.199 0.998 -1.876
N -1.041 -1.707 -1.534
N 1.585 0.113 -1.246
N -1.963 0.431 -2.758
C 1.572 4.359 -3.109
C -0.944 -3.579 3.116
C -2.543 2.272 1.841
C 3.208 1.782 2.421
C -0.296 -2.756 -3.547
C 2.346 -1.068 -0.986
C -2.299 3.006 4.461
C 3.388 -1.477 -1.819
C 2.720 -2.957 0.449
C 1.104 0.628 2.644
C 2.195 3.154 -2.832
C 1.961 1.453 1.915
C -1.193 -1.247 2.548
C -2.204 0.645 -5.505
C -1.491 2.006 3.947
C 3.756 -3.371 -0.373
C -3.231 3.638 3.651
C -1.534 -0.431 -4.942
C -0.756 -2.825 -0.861
C 2.759 0.461 4.383
C -0.253 -3.958 -1.469
C 1.505 0.138 3.886
C -1.449 -0.516 -3.566
C -0.438 3.542 -2.040
C -0.376 -2.354 2.793
C -3.364 3.272 2.319
C -1.598 1.611 2.611
C 4.083 -2.633 -1.505
C 2.009 -1.810 0.135
C -0.876 -1.702 -2.872
C -2.579 -1.391 2.622
C 0.026 -3.901 -2.826
C 3.610 1.279 3.651
C 0.139 2.308 -1.751
C -3.140 -2.619 2.939
C -2.778 1.597 -4.676
C -2.324 -3.715 3.183
C 0.259 4.552 -2.702
C 1.478 2.166 -2.162
C -2.614 1.456 -3.317
H -3.227 -0.539 2.449
H -3.022 2.198 -2.646
H 4.891 -2.962 -2.146
H -3.861 4.422 4.052
H -0.303 -4.426 3.329
H -1.119 -1.195 -5.582
H -0.108 -2.721 -4.610
H -1.457 3.757 -1.733
H 4.315 -4.267 -0.135
H -0.757 1.529 4.583
H -0.050 -4.848 -0.891
H 2.105 5.145 -3.625
H -2.199 3.297 5.498
H -0.933 -2.808 0.209
H -2.764 -4.672 3.437
H 1.655 1.854 0.955
H -0.228 5.500 -2.897
H 0.702 -2.263 2.756
H 3.224 2.970 -3.117
H 3.867 2.428 1.854
H -4.086 3.753 1.673
H 4.588 1.527 4.043
H -4.216 -2.716 3.006
H 3.069 0.076 5.346
H 0.843 -0.486 4.473
H 1.208 -1.469 0.773
H -3.327 2.436 -5.079
H 2.469 -3.525 1.338
H 3.643 -0.900 -2.696
```

Computed properties:
**Frontier orbital gap**: 7.4267 eV
**Total charge**: +2
**HOMO level**: -13.6733 eV
**Energy above the lowest of the compared OMol25 structures with the same formula, charge and spin**: 0.000 eV

List of Löwdin charges in e, atom by atom: 0.885 0.877 0.871 0.766 1.037 0.120 0.026 -0.020 0.006 -0.047 -0.059 -0.567 -0.048 -0.026 -0.246 -0.033 -0.004 -0.059 -0.382 0.002 -0.096 -0.366 -0.649 -0.041 -0.052 -0.031 -0.024 -0.087 -0.047 -0.062 -0.090 -0.191 -0.128 -0.119 -0.078 -0.372 -0.048 -0.061 -0.206 -0.080 -0.650 -0.044 -0.184 -0.051 -0.052 -0.051 -0.048 -0.303 -0.105 0.106 0.097 0.119 0.126 0.117 0.114 0.116 0.077 0.118 0.113 0.124 0.118 0.124 0.110 0.118 0.085 0.117 0.093 0.124 0.118 0.119 0.119 0.118 0.118 0.111 0.050 0.125 0.111 0.115


4.
2 unconnected molecules or ions with the total composition C3H9N2 at a distorted geometry. Source: the OMol25 dataset; level of theory: ωB97M-V/def2-TZVPD.

Geometry as XYZ:
```
14
C3H9N2 | the OMol25 dataset | ωB97M-V/def2-TZVPD
N -1.558 -0.257 -0.305
N 2.047 -0.669 -0.096
C -0.776 1.828 0.602
C -0.968 0.434 0.682
C 1.142 -1.196 -0.859
H -2.298 -0.838 0.113
H 1.987 0.307 0.189
H -1.273 2.322 -0.229
H -0.722 -0.009 1.646
H 0.684 -2.083 -0.429
H 0.689 -0.666 -1.687
H 2.656 -1.280 0.450
H -0.230 2.337 1.385
H -1.919 0.399 -0.998
```

Computed properties:
**Frontier orbital gap (alpha / beta)**: 10.0633 / 9.7043 eV
**Total charge**: +2
**HOMO level (alpha / beta)**: -20.4061 / -22.1717 eV
**Expectation value of S²**: 0.76
**Energy above the lowest of the compared OMol25 structures with the same formula, charge and spin**: 2.166 eV
**Multiplicity**: 2

List of Löwdin charges in e, atom by atom: 0.195 0.209 0.253 -0.133 0.162 0.180 0.157 0.117 0.157 0.138 0.124 0.175 0.115 0.152


5.
A molecular structure, C6H14ClNSi at a distorted geometry. Source: the OMol25 dataset; level of theory: ωB97M-V/def2-TZVPD.

Geometry as XYZ:
```
23
C6H14ClNSi | the OMol25 dataset | ωB97M-V/def2-TZVPD
Cl 2.000 1.559 -1.688
Si 0.299 0.147 -0.061
N -1.128 1.031 -0.489
C 1.651 -2.288 -0.958
C 0.962 0.612 1.614
C 1.428 -0.176 2.603
C -1.879 0.635 -1.661
C 0.313 -1.669 -0.436
C -1.707 2.041 0.499
H -0.490 -1.975 -1.029
H 1.796 -1.653 -1.806
H 0.155 -2.238 0.545
H 1.723 0.174 3.530
H 1.803 -1.173 2.403
H 0.611 1.571 1.899
H -1.405 3.097 0.207
H 2.522 -2.036 -0.374
H -2.431 -0.270 -1.378
H 1.469 -3.283 -1.064
H -2.770 1.993 0.528
H -2.482 1.466 -2.056
H -1.379 1.962 1.590
H -1.063 0.470 -2.416
```

Computed properties:
**Frontier orbital gap**: 9.0632 eV
**HOMO level**: -8.9137 eV
**Energy above the lowest of the compared OMol25 structures with the same formula, charge and spin**: 2.297 eV

List of Löwdin charges in e, atom by atom: -0.233 0.591 -0.334 -0.126 -0.228 -0.014 -0.138 -0.303 -0.098 0.040 0.042 0.100 0.030 0.053 0.026 0.098 0.070 0.080 0.037 0.055 0.091 0.077 0.084


6.
C5H3NO in the gas phase. Source: the OMol25 dataset; level of theory: ωB97M-V/def2-TZVPD.

Geometry as XYZ:
```
10
C5H3NO | the OMol25 dataset | ωB97M-V/def2-TZVPD
O 0.621 1.397 1.776
N -0.390 -1.653 1.330
C 0.327 0.771 0.807
C -0.199 -0.305 -0.959
C -0.159 -0.676 0.582
C -0.609 -1.387 -1.513
C 0.281 1.093 -0.701
H -0.435 1.878 -0.956
H -0.700 -2.442 0.759
H 1.262 1.325 -1.125
```

Computed properties:
**Frontier orbital gap**: 9.6157 eV
**HOMO level**: -10.5621 eV
**Energy above the lowest of the compared OMol25 structures with the same formula, charge and spin**: 4.392 eV

List of Löwdin charges in e, atom by atom: 0.165 0.191 -0.319 -0.312 -0.252 0.236 -0.037 0.130 0.068 0.130